ORCA calculation (ωB97M-V/def2-TZVPD) on C3H3F2IO2S as an isolated structure.

The geometry in XYZ format:
```
12
C3H3F2IO2S (ωB97M-V/def2-TZVPD)
C -0.01668 -0.28492 -0.44149
C 0.54882 1.99726 -0.18510
C -1.10515 -1.28366 -0.36187
O 1.12706 -0.63425 -0.64776
O -0.40532 0.94520 -0.12309
F -0.98457 -2.40101 -1.02691
F -2.39191 -0.91994 -0.30698
S -0.70757 -2.13901 1.83295
I 1.63580 -2.04340 1.82942
H 0.98673 2.06055 -1.17378
H 1.33803 1.79690 0.52987
H -0.02523 2.90630 0.07475
```

**Kohn-Sham gap**: 7.59 eV
**Max |F|**: 0.0728 hartree/bohr
**E_LUMO**: -0.0420 Eh
**E_tot**: -1162.1562 hartree
**E_HOMO**: -8.73 eV